This record from OMol25 describes C9H12CoN2O4S as an isolated structure in a non-equilibrium geometry. The level of theory is the ωB97M-V functional and the def2-TZVPD basis.

The geometry in XYZ format:
```
29
Properties=species:S:1:pos:R:3:forces:R:3
Co 0.008 0.083 -2.280 0.04 -0.48 0.90
O 0.135 2.794 -1.368 -0.06 -2.79 -0.85
C 0.093 1.710 -1.775 0.11 5.42 0.90
C -0.069 -1.595 -1.939 -0.34 -5.28 0.28
O -0.131 -2.713 -1.626 0.18 2.91 -0.65
C 1.701 -0.043 -1.919 4.82 -0.25 0.15
O 2.805 -0.142 -1.572 -3.02 0.26 -0.72
C -1.701 0.115 -1.948 -4.30 0.28 0.09
O -2.806 0.126 -1.612 2.59 -0.06 -0.61
C 0.032 0.660 -6.349 0.24 5.09 0.17
H -0.866 1.288 -6.354 0.25 -0.29 0.03
H 0.986 1.200 -6.334 -0.28 -0.26 0.03
C -0.031 -0.656 -6.408 -0.24 -5.09 -0.31
H 0.867 -1.284 -6.444 -0.24 0.29 0.05
H -0.983 -1.194 -6.465 0.27 0.26 0.06
C 1.121 1.093 4.564 0.75 0.11 0.26
N 1.104 0.347 3.309 -1.50 -0.01 -1.70
C 0.002 -0.088 2.663 0.56 0.66 2.72
S 0.128 -0.569 1.029 -0.45 0.17 0.17
N -1.169 -0.192 3.401 1.42 -1.05 -2.10
C -1.144 -1.047 4.607 -0.88 0.08 0.59
H 0.133 1.134 5.023 0.24 0.21 -0.21
H 1.568 2.083 4.388 -0.51 -0.19 -0.02
H 1.827 0.588 5.227 -0.24 -0.08 0.17
H 1.881 0.487 2.675 0.32 -0.24 0.37
H -1.925 -0.453 2.772 -0.17 0.24 0.25
H -1.846 -0.597 5.307 0.21 0.02 0.27
H -1.573 -2.033 4.375 0.54 0.20 -0.03
H -0.148 -1.102 5.054 -0.32 -0.13 -0.24
```
Forces are in eV/Å.

charge = +2
LUMO level (alpha / beta) = -6.838 / -12.060 eV
<S²> = 3.77
spin multiplicity = 4
maximum force = 5.5 eV/A
energy relative to the best compared isomer or geometry (same formula, charge and spin) = 78.7 kcal per mole